[1]
This record from the Open Molecules 2025 dataset describes a molecular structure, C23H19AuN2O2P in a non-equilibrium geometry. The level of theory is wB97M-V/def2-TZVPD.

XYZ file:
```
48
Properties=species:S:1:pos:R:3:forces:R:3:mulliken_charge:R:1
Au 0.7048 -0.4357 1.9227 0.212 0.194 0.262 0.0762
C -5.7203 -0.3115 -2.3958 -0.133 0.042 -0.014 -0.4019
C -5.9211 -0.6229 -1.0616 -0.292 0.021 -0.058 -0.5476
C -4.8377 -0.8714 -0.2372 0.200 -0.007 0.017 -0.4157
C -3.5431 -0.8012 -0.7343 0.050 -0.084 0.242 -0.0496
C -3.3514 -0.5020 -2.0810 -0.040 -0.002 0.049 0.1697
C -4.4324 -0.2583 -2.9042 0.020 0.032 -0.157 -0.6117
P -2.1371 -0.9696 0.4597 -0.402 0.008 -0.311 -0.3405
C -1.0119 -1.7362 -0.7680 -0.001 0.061 0.210 0.2229
C -1.4105 -2.9994 -1.1992 0.120 0.025 0.068 -0.3515
C -0.6678 -3.6873 -2.1397 -0.074 -0.132 0.030 -0.5820
C 0.4953 -3.1213 -2.6393 0.103 0.002 -0.177 -0.4214
C 0.8955 -1.8650 -2.2121 0.144 -0.091 -0.141 -0.7730
C 0.1435 -1.1681 -1.2821 -0.077 0.041 0.047 -0.0354
C -1.6688 0.7889 0.5474 -0.021 -0.353 0.219 1.4949
C -2.4601 1.8308 0.0736 0.044 -0.026 -0.101 -0.4816
C -2.0616 3.1383 0.2790 -0.105 0.282 -0.080 -0.4998
C -0.8899 3.3969 0.9686 -0.064 0.092 -0.011 -0.7543
C -0.1317 2.3493 1.4587 0.343 0.063 0.229 -0.3155
C -0.4973 1.0127 1.2866 -0.497 0.108 -0.316 -0.6469
H -6.5591 -0.0967 -3.0433 -0.103 -0.034 -0.010 0.3704
H -6.9248 -0.6660 -0.6613 -0.085 -0.007 0.017 0.3808
H -4.9747 -1.1083 0.8108 -0.093 0.002 0.028 0.3373
H -2.3488 -0.4409 -2.4801 0.074 -0.002 -0.015 0.4153
H -4.2701 -0.0119 -3.9451 -0.005 0.009 -0.061 0.3795
H -2.3181 -3.4274 -0.7887 -0.016 -0.090 -0.032 0.3347
H -0.9920 -4.6668 -2.4724 0.035 0.008 -0.012 0.3662
H 1.0857 -3.6599 -3.3694 0.043 -0.011 -0.012 0.3565
H 1.8038 -1.4221 -2.5959 0.066 0.013 -0.021 0.4185
H 0.4604 -0.1888 -0.9537 0.039 0.043 0.028 0.5093
H -3.3807 1.6344 -0.4600 0.013 -0.007 -0.024 0.1961
H -2.6554 3.9584 -0.1063 -0.066 -0.003 0.008 0.3624
H -0.5753 4.4208 1.1316 0.044 0.019 0.010 0.3525
H 0.7739 2.5771 2.0049 0.090 0.039 0.022 0.3494
C 6.2883 2.1184 1.5593 0.093 0.210 -0.212 -1.0837
N 5.3508 1.0719 1.8784 -0.341 -0.063 -0.291 0.1128
C 5.2775 0.5384 3.1158 0.015 -0.271 0.146 0.1517
C 4.3863 -0.4282 3.4147 0.037 0.065 0.225 -1.0504
C 3.3745 -0.7326 2.4306 0.560 0.403 -0.202 0.9216
O 2.3841 -1.4591 2.7432 -0.267 -0.425 0.263 -0.8270
N 3.4575 -0.1804 1.2222 -0.659 -0.712 -0.146 -0.5096
C 4.4202 0.6518 0.8539 0.841 0.491 0.503 0.4414
O 4.5793 1.1156 -0.2629 0.048 0.188 -0.449 -0.7234
H 7.2322 1.9664 2.0865 -0.054 -0.036 0.004 0.3672
H 5.8875 3.1056 1.8175 0.057 -0.051 -0.031 0.2872
H 6.4487 2.0862 0.4802 0.052 0.068 0.184 0.3333
H 5.9696 0.9388 3.8511 0.036 -0.109 -0.081 0.3286
H 4.3224 -0.8616 4.3965 0.013 -0.017 0.154 0.3863
```
Positions in Å, forces in eV/Å.

Summary:
Frontier orbital gap   7.8 eV
LUMO   0.1071 Ha
Net charge   -1

=====

[2]
This record from the Open Molecules 2025 dataset describes a molecular structure, C29H44Cl8O21 in a non-equilibrium geometry. The level of theory is wB97M-V/def2-TZVPD.

XYZ file:
```
102
Properties=species:S:1:pos:R:3:forces:R:3:mulliken_charge:R:1
C 2.2384 -2.0183 1.8371 0.538 -0.142 -1.889 -0.0083
C 3.7376 -2.0420 1.6914 1.035 -0.284 -1.262 -0.4382
O 3.9540 -2.2634 0.3021 1.470 -0.765 -0.238 -0.4471
C 2.8736 -2.7611 -0.2308 -1.942 -0.808 -2.156 0.0226
O 2.7043 -3.2167 -1.3671 3.497 0.999 4.210 -0.6369
O 1.8338 -2.5806 0.6132 2.428 2.718 0.426 0.6140
H 1.9675 -0.9628 1.8612 -0.254 -1.493 -0.283 -0.6373
H 1.9286 -2.5875 2.7135 -0.617 -0.067 -0.444 0.5392
H 4.1781 -2.8331 2.2982 0.429 0.065 -0.204 0.2065
H 4.1224 -1.0454 1.9078 0.999 -1.078 -1.172 0.4763
C -0.4417 3.2576 3.3044 -0.968 0.835 0.296 0.1483
C -1.8108 3.2512 4.0131 1.264 0.365 0.651 -0.7857
O -2.2961 1.9359 3.6470 -2.077 0.069 1.443 -0.4570
C -1.3681 1.1416 3.2062 1.058 -1.000 1.510 0.2020
O -1.4024 -0.0864 3.0871 2.778 6.257 4.367 -0.4740
O -0.3158 1.9296 2.8533 -1.153 -1.073 1.578 0.4307
H 0.4431 3.4526 3.9105 -1.138 0.803 0.542 0.5976
H -0.4221 3.9111 2.4323 0.269 -0.349 0.834 -0.0742
H -2.4788 4.0717 3.7512 0.285 -0.650 -0.493 0.4316
H -1.7307 3.3593 5.0948 0.174 -0.766 0.154 0.3238
C 0.4353 -0.0500 1.0740 -1.009 -1.125 0.943 -0.5576
C -0.7267 0.7256 0.6318 3.172 -0.583 0.812 -0.1558
O -0.2642 1.3589 -0.5536 3.497 2.666 3.443 -0.1491
C 0.8348 0.8120 -0.9572 0.110 -0.351 1.163 -0.2235
O 1.3818 1.0166 -2.0028 -8.206 -3.766 9.949 -0.4776
O 1.2141 -0.1349 -0.0693 2.607 0.903 0.368 -0.4927
H 0.0447 -1.0163 1.3931 0.580 0.235 -0.243 0.5616
H 0.9454 0.3179 1.9642 -0.261 -0.483 -1.099 -0.4576
H -0.9864 1.3437 1.4912 0.571 -0.743 -2.986 0.5359
H -1.5458 0.0650 0.3475 4.057 1.285 -0.391 -0.3251
C 3.0701 -0.2782 -2.2355 3.161 -1.081 0.029 1.6339
C 2.2480 -0.4459 -3.4915 -2.269 0.226 -0.181 -0.5923
O 2.9829 0.0492 -4.5091 2.655 -0.599 -2.388 -0.4970
C 4.2753 0.1609 -4.1637 2.163 0.937 -0.617 0.3408
O 5.1984 0.4575 -4.9212 -2.387 -1.251 2.257 -0.6176
O 4.3608 0.0315 -2.7963 1.027 -0.651 -1.146 -0.5567
H 3.0625 -1.2130 -1.6751 0.634 0.456 -0.356 -0.1656
H 2.8586 0.5681 -1.5819 1.695 -1.360 -0.503 -0.1040
H 1.4208 0.2625 -3.4464 -0.177 -1.707 -1.144 0.1606
H 1.8509 -1.4270 -3.7521 0.601 0.098 0.184 0.3935
C -0.4147 -3.4931 0.9144 -0.718 -0.558 0.265 -0.4321
C -1.6032 -3.9660 0.0400 -1.361 -1.207 3.156 -0.0874
O -1.0770 -4.9862 -0.7562 -1.612 0.787 -0.074 -0.3338
C 0.2112 -4.9716 -0.6273 3.581 -4.284 -1.642 0.4447
O 0.9077 -5.7770 -1.2526 -1.127 2.144 1.931 -0.6036
O 0.6978 -4.0734 0.2658 -3.481 -4.186 -0.953 -0.1839
H -0.4291 -3.8207 1.9539 -0.131 -0.395 0.067 0.8614
H -0.4548 -2.4051 0.8601 1.012 -1.299 0.900 -0.6754
H -2.1286 -3.1416 -0.4419 -0.015 -1.368 -0.314 0.7638
H -2.2669 -4.4627 0.7477 -0.599 -0.117 -0.152 0.4136
C -3.3753 0.8783 -1.8018 -0.244 -0.113 -1.497 -0.3635
C -1.8655 0.8524 -1.7900 -3.191 1.792 -1.015 0.8127
O -1.4935 0.0834 -2.9364 -1.093 1.489 0.375 -0.2641
C -2.5482 -0.6292 -3.2994 -1.672 -3.085 -3.416 0.5095
O -2.5354 -1.4387 -4.2576 -0.307 3.103 3.970 -0.6247
O -3.6589 -0.3282 -2.5007 0.821 -1.157 -1.329 -0.4308
H -3.7642 1.7099 -2.3894 -0.193 0.140 -0.038 0.3681
H -3.7791 0.8905 -0.7894 -0.567 -0.385 -1.551 0.3062
H -1.5724 0.4938 -0.8033 -1.676 -0.789 -3.789 0.5575
H -1.5053 1.8761 -1.8919 -0.316 -0.540 -0.829 -0.1399
C -4.1243 -1.7302 1.8445 -0.886 -1.022 0.161 -0.8267
C -2.6939 -1.7556 2.2527 -0.617 -1.891 0.267 -0.1663
O -2.1716 -0.7514 1.4390 -1.289 -3.885 -1.069 0.7605
C -3.0712 0.1288 1.1874 -2.465 0.674 -1.483 -0.7751
O -2.7800 1.1247 0.5488 -4.802 -1.761 3.895 0.0579
O -4.2867 -0.3416 1.5004 -0.335 0.977 0.251 -0.4903
H -4.7507 -2.1040 2.6545 -0.303 0.841 0.101 0.4130
H -4.4278 -2.3237 0.9820 0.454 0.051 -0.286 0.3194
H -2.1529 -2.6759 2.0329 -0.380 0.181 0.329 0.0368
H -2.5399 -1.3957 3.2701 -0.539 -1.018 -0.160 0.3963
Cl -0.5126 -3.9168 -3.3083 -0.609 0.271 -0.869 -0.2204
C 0.6948 -2.9854 -2.4323 -0.363 -0.061 -0.177 -0.5403
C 0.2496 -1.5843 -2.0436 1.592 -0.544 -1.747 -1.6604
Cl -0.9466 -1.5672 -0.7551 0.303 0.451 -4.082 0.4945
H 1.6072 -2.9843 -3.0285 -0.693 0.241 -0.313 0.9666
H 1.0854 -3.5622 -1.5939 -1.350 0.651 -1.080 -0.0417
H -0.0544 -0.9693 -2.8906 -0.533 -1.228 0.268 1.9526
H 1.0635 -0.9377 -1.7158 -0.323 -2.148 0.020 -0.9690
Cl 3.3254 2.5375 -5.2794 0.483 1.216 -0.195 -0.1811
C 1.8873 3.1583 -4.4507 0.284 1.217 -0.060 -0.5341
C 1.8591 2.7021 -3.0051 1.377 3.498 -4.084 0.5873
Cl 0.4006 3.4939 -2.1927 1.082 0.363 -0.815 -0.2655
H 1.1002 2.8013 -5.1150 -0.480 0.313 0.665 0.2662
H 1.9950 4.2425 -4.4201 -0.394 0.050 -0.690 0.4496
H 2.7807 3.0331 -2.5263 -0.244 0.269 0.291 0.4066
H 1.7707 1.6187 -2.9252 1.401 4.248 -3.428 -0.0528
Cl -1.1075 4.9442 0.9462 -0.225 0.700 -0.924 -0.2781
C -1.7510 3.3642 0.5023 -2.099 -0.364 -0.836 1.0066
C -3.3116 3.3718 0.5023 0.054 1.766 -0.616 0.4676
Cl -3.9537 3.6671 2.1769 -0.919 0.161 -1.565 -0.2995
H -1.4251 2.4758 1.0433 -0.051 2.399 0.372 -0.8861
H -1.3748 3.1184 -0.4908 -0.388 0.679 0.019 -0.8119
H -3.7811 2.4486 0.1625 0.200 1.343 0.269 -0.3014
H -3.6562 4.1609 -0.1661 -0.057 0.419 0.456 0.7242
Cl 3.1901 -0.7085 3.4605 -0.051 4.296 5.858 -0.2724
C 2.1010 0.6222 4.0701 1.731 0.445 1.031 -0.6645
C 1.9354 1.8160 3.1334 0.822 -1.269 -0.772 1.8580
Cl 3.4754 2.4032 2.4733 0.072 0.016 0.184 -0.1912
H 2.7153 1.0457 4.8646 -0.466 -0.413 0.601 0.4793
H 1.2135 0.1021 4.4307 -0.174 0.536 -0.110 0.4756
H 1.4057 2.6317 3.6254 1.836 -0.944 0.000 -0.1450
H 1.2968 1.4726 2.3195 1.936 1.560 0.296 -0.7310
```
Positions in Å, forces in eV/Å.

Summary:
Frontier orbital gap   8.7 eV
ΔE to the lowest compared entry with this formula, charge and spin   731.5 kcal/mol
LUMO   -0.0201 Ha
Net charge   0

=====

[3]
This record from the Open Molecules 2025 dataset describes 2 unconnected molecules or ions with the total composition C5H4 in a non-equilibrium geometry. The level of theory is wB97M-V/def2-TZVPD.

XYZ file:
```
9
Properties=species:S:1:pos:R:3:forces:R:3:mulliken_charge:R:1
C -2.6541 0.4461 0.0465 -0.560 0.197 0.087 -0.4340
C 2.1371 0.9611 0.0287 -0.020 -1.225 -0.121 0.1290
C -1.5948 -0.0549 0.0048 5.837 -2.803 -0.083 -0.3139
C 1.4502 -0.0263 0.0005 1.123 2.043 1.010 -0.2307
C 0.6092 -1.0861 0.0356 -4.538 0.557 -2.212 -0.6728
H -3.4836 0.9880 -0.0497 -2.915 1.620 -0.103 0.3998
H 2.9429 1.6140 0.0274 0.633 1.120 -0.026 0.4598
H 0.4622 -1.4062 -1.0447 -0.218 -0.821 1.887 0.2872
H 0.1310 -1.4358 0.9508 0.657 -0.687 -0.439 0.3757
```
Positions in Å, forces in eV/Å.

Summary:
Frontier orbital gap (alpha / beta)   8.1 / 8.0 eV
ΔE to the lowest compared entry with this formula, charge and spin   110.3 kcal/mol
LUMO (alpha / beta)   -0.0601 / -0.0616 Ha
Net charge   0

=====

[4]
This record from the Open Molecules 2025 dataset describes a gas-phase ion, C2H5O2 (charge +1) in a non-equilibrium geometry. The level of theory is wB97M-V/def2-TZVPD.

XYZ file:
```
9
Properties=species:S:1:pos:R:3:forces:R:3:mulliken_charge:R:1
C 0.6365 0.9429 1.0613 -3.473 1.930 0.100 0.0567
C 0.1094 -0.5579 -0.5862 -4.532 -2.600 -2.374 -0.1269
O -1.4692 -0.3953 -0.3587 3.355 -1.077 -1.482 -0.5044
O 0.9979 0.2389 0.1278 -0.680 -0.613 0.634 -0.0734
H 1.4382 1.3856 1.5111 2.031 1.292 1.711 0.3333
H -0.4547 1.3177 1.3091 1.881 -1.562 -0.615 0.3036
H 0.3370 -1.6324 -0.3328 0.053 1.295 -0.279 0.3325
H 0.2820 -0.2901 -1.6363 0.087 -0.351 0.331 0.3329
H -1.8771 -1.0094 -1.0953 1.279 1.686 1.973 0.3457
```
Positions in Å, forces in eV/Å.

Summary:
Frontier orbital gap   9.4 eV
ΔE to the lowest compared entry with this formula, charge and spin   37.7 kcal/mol
LUMO   -0.2516 Ha
Net charge   +1